Below is a structure of composition C14H24AgClN2O10, with properties calculated with the ωB97M-V functional and the def2-TZVPD basis.

Structure (XYZ):
```
52
Properties=species:S:1:pos:R:3:forces:R:3:lowdin_spin:R:1
Ag -0.1610 0.4590 0.0034 -0.1 -0.3 0.2 0.000
Cl -3.3467 1.6811 -2.2285 -0.1 -0.2 0.1 0.000
O -3.6810 2.9896 -2.7183 0.0 0.0 0.0 0.000
O -4.2535 1.3132 -1.1471 0.1 0.0 -0.1 0.000
O -3.4525 0.7068 -3.2893 0.0 0.0 0.1 0.000
O -1.9942 1.6802 -1.7060 0.1 0.2 -0.1 0.000
C 3.1960 -2.7143 0.6672 0.2 -0.3 0.5 0.387
C 2.2541 -1.6405 0.7200 0.1 -0.4 -0.2 0.037
C 1.6826 -1.2625 2.0763 0.2 0.0 0.7 0.012
O 0.7171 -0.5008 2.1412 -0.3 0.3 -0.2 0.016
C 2.3256 -1.7649 3.2342 0.2 -0.2 -0.5 0.209
C 3.3533 -2.7548 3.2174 -0.1 -0.1 -0.3 0.016
C 3.7524 -3.3391 1.8458 0.1 0.3 0.1 0.032
O 4.5573 -4.2510 1.7893 0.0 -0.1 -0.2 0.122
O 3.9112 -3.1932 4.2071 0.1 -0.1 0.4 0.045
O 1.8843 -1.0875 -0.3088 -0.3 0.4 -0.1 0.099
H 3.5202 -3.0913 -0.2947 0.0 0.1 -0.1 0.016
H 1.9933 -1.4020 4.1974 0.0 0.0 0.0 0.010
C -4.0241 -1.6905 1.2591 -0.2 -0.3 -0.1 0.000
C -2.6100 -1.4018 0.7669 -0.2 0.7 0.1 0.000
C -2.5137 -1.7509 -0.7028 0.3 0.2 -0.2 0.000
O -1.1820 -1.5173 -1.1127 0.1 -0.2 0.2 0.000
C -0.8740 -1.9043 -2.4207 0.4 0.1 -0.4 0.000
N -2.2820 0.0447 0.9188 -0.5 -0.8 0.0 0.000
H -4.0919 -1.6677 2.3472 0.0 0.1 0.0 0.000
H -4.3915 -2.6680 0.9265 0.1 0.0 0.1 0.000
H -4.7007 -0.9430 0.8393 0.0 0.0 0.1 0.000
H -1.8499 -1.9501 1.3261 -0.1 -0.1 0.0 0.000
H -3.2065 -1.1106 -1.2650 0.0 -0.1 -0.1 0.000
H -2.7673 -2.8043 -0.8787 -0.1 0.0 0.1 0.000
H -1.1069 -2.9643 -2.5869 -0.2 0.1 -0.1 0.000
H 0.2059 -1.7832 -2.5432 -0.1 0.0 0.1 0.000
H -1.3555 -1.2615 -3.1664 -0.3 -0.1 0.1 0.000
H -2.3281 0.2917 1.9002 0.0 0.1 0.0 0.000
H -2.9930 0.5667 0.4043 0.1 0.2 0.1 0.000
C 2.4281 2.4743 1.1024 0.3 -0.2 0.5 0.000
C 1.2998 3.1959 0.4066 -0.7 0.1 -0.8 0.000
C 1.4084 3.0263 -1.1094 1.0 -0.5 0.0 0.000
O 1.2812 1.6572 -1.4671 0.3 0.8 0.1 0.000
C 1.7740 1.3873 -2.7530 -0.5 0.0 -0.4 0.000
N -0.0065 2.6798 0.9057 0.5 1.6 0.3 0.000
H 3.3913 2.9703 0.9634 -0.1 0.1 -0.2 0.000
H 2.5217 1.4461 0.7520 -0.1 0.0 -0.1 0.000
H 2.2522 2.4297 2.1815 0.0 0.0 -0.1 0.000
H 1.3840 4.2865 0.5347 0.0 -0.1 0.3 0.000
H 2.4465 3.3238 -1.3473 -0.2 0.1 -0.1 0.000
H 0.7483 3.6624 -1.7079 -0.3 -0.1 0.2 0.000
H 2.8095 1.7219 -2.8798 0.1 -0.1 0.1 0.000
H 1.1543 1.8868 -3.5127 0.1 0.0 0.1 0.000
H 1.6901 0.3140 -2.9023 0.2 0.0 0.0 0.000
H -0.0211 2.9550 1.8894 0.0 -0.6 0.0 0.000
H -0.7489 3.2692 0.5252 0.0 -0.4 -0.4 0.000
```
Positions in Å, forces in eV/Å.

Calculated values
Multiplicity: 2
Expectation value of S²: 0.775
Molar mass: 523.7 g/mol
Total charge: -1
Highest occupied orbital energy (spin up / spin down): -5.387 / -5.197 eV
Orbital gap (spin up / spin down): 7.85 / 5.43 eV
Calculated total energy: -2016.701848 Ha
LUMO level (spin up / spin down): 2.5 / 0.2 eV

=====

Below is a structure of composition C14H24AsFN8O6PtSSe, with properties calculated with the ωB97M-V functional and the def2-TZVPD basis.

Structure (XYZ):
```
57
Properties=species:S:1:pos:R:3:forces:R:3:lowdin_spin:R:1
Pt 0.4840 0.6969 -0.6414 -1.5 0.1 0.8 0.153
C -2.7702 -2.9362 1.7238 0.0 0.1 0.0 0.001
N -1.5288 -2.6188 1.0238 0.0 0.0 0.0 0.006
C -0.5679 -3.6789 0.7242 0.1 0.0 -0.1 0.001
C -1.2411 -1.3760 0.6273 0.1 0.1 0.0 0.004
N -0.1689 -1.0682 -0.0377 0.2 -0.4 0.0 0.012
N -2.1731 -0.3923 0.9354 -0.1 0.0 -0.1 0.003
C -1.9741 0.9664 0.9810 0.1 0.1 0.1 0.001
N -3.0223 1.6813 1.4233 0.0 -0.1 0.1 0.000
N -0.8443 1.5112 0.6502 0.2 -0.1 -0.2 0.008
H -2.7738 -3.9914 1.9719 0.0 0.0 0.0 0.000
H -3.6431 -2.7478 1.0922 0.0 0.0 0.0 0.000
H -2.8526 -2.3788 2.6592 0.0 0.0 0.0 0.000
H -0.9306 -4.6166 1.1299 0.0 0.0 0.0 0.000
H 0.4015 -3.4624 1.1777 0.0 0.0 0.0 0.000
H -0.4442 -3.7996 -0.3549 0.0 0.0 0.0 0.000
H 0.5043 -1.8140 -0.1325 0.0 -0.1 0.1 0.000
H -3.0801 -0.7155 1.2265 0.0 0.0 0.0 0.000
H -3.8885 1.2559 1.7028 0.0 0.0 0.1 0.000
H -2.9821 2.6851 1.4348 0.0 0.0 0.0 0.000
H -0.7879 2.5069 0.8086 -0.1 0.0 0.0 0.000
C -2.9297 -1.7694 -5.5314 0.1 0.1 -0.1 0.012
As -1.5480 -0.5306 -4.9920 -0.5 0.0 -0.1 0.041
C 0.0930 -1.0715 -5.8502 -0.1 0.1 0.1 0.010
C -2.0727 1.2296 -5.6043 0.1 -0.2 -0.1 0.000
S -1.5086 -0.5430 -2.8427 0.1 0.0 -0.3 0.519
H -3.0981 -1.6869 -6.6045 0.0 0.0 0.0 0.001
H -3.8501 -1.5414 -4.9981 0.0 0.1 0.0 0.002
H -2.6208 -2.7831 -5.2841 0.1 0.0 0.0 0.000
H -0.1300 -1.2685 -6.8978 0.0 0.0 0.0 0.001
H 0.4669 -1.9720 -5.3696 0.0 0.0 0.0 0.000
H 0.8350 -0.2824 -5.7641 0.0 0.0 0.0 0.001
H -2.3873 1.1778 -6.6460 0.0 0.0 0.0 0.000
H -1.2328 1.9150 -5.5117 0.0 0.0 0.0 0.000
H -2.9010 1.5827 -4.9944 0.0 -0.1 0.1 0.001
Se 2.9607 4.5552 -1.9993 0.7 0.8 -0.3 0.689
C 1.9056 3.2548 -1.5221 -1.1 -0.9 0.4 0.068
N 1.1632 2.4217 -1.1841 1.0 0.8 -0.3 0.150
O 1.5924 -0.1493 -2.0630 0.2 -0.3 -0.6 0.523
O 0.9018 -0.5855 -3.0515 0.4 -0.1 0.1 0.847
F 3.6051 4.4821 3.8766 0.0 0.1 0.0 0.043
C 3.2083 3.2814 4.2382 0.1 -0.2 -0.2 0.124
C 3.6840 2.1908 3.6117 0.0 0.4 0.0 -0.030
N 3.2955 0.9298 3.9721 0.1 -0.3 0.1 0.130
C 3.6134 -0.1650 3.1634 0.2 0.0 0.6 0.148
C 2.5729 -0.2153 1.8360 -0.8 0.1 -0.9 0.082
O 2.2808 -1.3590 1.5376 0.3 0.2 0.2 0.159
O 2.3037 0.9123 1.4181 0.5 -0.3 0.5 0.163
C 2.3767 0.7119 5.0383 -0.1 -0.2 0.0 0.011
O 2.0065 -0.3932 5.3306 0.0 0.1 -0.1 0.039
N 1.9547 1.8549 5.6613 0.0 0.1 0.1 -0.008
C 2.2333 3.1888 5.3338 -0.1 -0.2 0.0 0.015
O 1.7032 4.1043 5.8944 0.1 0.1 0.0 0.053
H 4.4050 2.2750 2.8121 0.0 0.0 0.0 -0.003
H 3.4642 -1.0972 3.6925 -0.1 0.0 0.0 0.008
H 4.6021 -0.0822 2.7181 -0.1 0.1 -0.1 0.013
H 1.3353 1.7201 6.4500 0.0 0.0 0.0 0.000
```
Positions in Å, forces in eV/Å.

Calculated values
Multiplicity: 5
Expectation value of S²: 6.050
Molar mass: 800.4 g/mol
Total charge: +2
Highest occupied orbital energy (spin up / spin down): -13.616 / -13.432 eV
Orbital gap (spin up / spin down): 8.98 / 4.97 eV
Relative energy (zero: lowest compared OMol25 entry of this formula, charge and spin): 51.69 kcal/mol
Calculated total energy: -6691.269839 Ha
LUMO level (spin up / spin down): -4.6 / -8.5 eV

=====

Below is a structure of composition C14H24AuBF2N5O7P2, with properties calculated with the ωB97M-V functional and the def2-TZVPD basis.

Structure (XYZ):
```
56
Properties=species:S:1:pos:R:3:forces:R:3:lowdin_spin:R:1
Au 0.2613 -0.1010 0.3338 0.4 0.5 0.4 0.804
N -0.3725 3.0370 4.2778 -0.1 0.2 -0.3 0.000
C -0.0675 1.8981 3.3214 0.2 0.1 -0.8 0.000
C 0.3461 0.6491 4.0750 0.0 0.0 0.1 0.005
P 1.3321 2.5205 2.2552 0.0 0.3 0.3 0.014
O 0.5934 3.7754 1.5679 0.2 -0.1 -0.2 0.002
O 2.3662 3.0124 3.1771 0.0 0.0 0.1 0.020
O 1.6529 1.4478 1.2356 -0.3 -0.5 -0.3 0.170
P -1.5575 1.7999 2.2201 -0.5 -0.2 0.7 0.017
O -2.0391 0.1677 2.5567 0.2 0.2 -0.2 0.045
O -2.5721 2.6878 2.8175 0.0 -0.1 0.1 0.008
O -1.2417 1.7561 0.7651 0.2 -0.2 -0.2 0.158
H 0.2372 3.8330 4.0604 0.0 0.0 0.1 0.000
H -0.2070 2.7813 5.2482 0.0 -0.1 0.0 0.000
H -1.3692 3.2991 4.1090 0.1 0.0 0.1 0.000
H 1.2789 0.8429 4.6086 0.0 0.0 0.0 0.000
H 0.5379 -0.1618 3.3732 0.0 0.0 0.0 0.005
H -0.4199 0.3180 4.7783 0.0 0.0 0.0 0.000
H 0.2053 3.5563 0.7054 -0.1 0.0 0.2 0.000
H -2.9809 0.0664 2.7810 0.0 0.1 0.0 0.004
N 6.4298 0.0434 0.8608 0.0 0.1 -0.1 0.004
C 5.4046 0.1068 0.0127 -0.1 0.2 -0.3 0.006
N 5.5377 0.7756 -1.1379 0.0 0.0 0.1 0.003
N 4.3080 -0.5465 0.3354 0.1 -0.6 0.7 0.036
C 3.1484 -0.5211 -0.1655 -0.1 0.3 -0.4 0.039
N 2.0656 -0.5600 -0.6183 0.2 -0.1 0.0 0.087
H 7.2906 0.5324 0.6942 0.0 0.0 0.0 0.000
H 6.2915 -0.4159 1.7437 0.0 0.0 0.0 0.000
H 6.3761 1.2779 -1.3688 0.0 0.0 0.0 0.000
H 4.7601 0.8277 -1.7718 0.0 0.0 0.0 0.000
F -2.6083 -1.2078 0.7414 0.2 0.2 -0.2 0.067
B -1.5379 -0.9601 1.5378 -0.7 -0.8 0.4 0.275
F -1.1776 -2.0217 2.3063 0.3 0.3 -0.2 0.071
C -5.6341 -2.7699 -3.6096 0.0 0.0 -0.1 0.000
C -4.3212 -2.9729 -2.9163 0.0 -0.1 0.1 0.003
C -4.1510 -3.9993 -1.9922 -0.1 0.0 -0.1 0.000
C -2.9690 -4.1610 -1.2926 0.1 0.1 0.1 0.002
C -2.8486 -5.3086 -0.3237 0.0 0.0 0.0 0.001
C -1.9256 -3.2296 -1.4910 -0.2 0.3 -0.3 0.003
C -0.7777 -3.3064 -0.6164 0.3 -0.2 0.1 0.022
O 0.0843 -2.4495 -0.4115 -0.4 -0.2 -0.1 0.114
C -2.0575 -2.2228 -2.4787 0.0 -0.1 0.1 0.003
C -0.9479 -1.2719 -2.8285 0.0 0.0 0.1 0.003
C -3.2478 -2.1273 -3.1760 0.0 0.0 0.0 0.000
H -6.3521 -3.5423 -3.3418 0.0 0.0 0.0 0.000
H -5.5106 -2.7706 -4.6935 0.0 0.0 0.0 0.000
H -6.0535 -1.8007 -3.3336 0.0 0.0 0.0 0.000
H -4.9699 -4.6858 -1.8125 0.0 0.0 0.0 0.000
H -3.7473 -5.9203 -0.3558 0.0 0.0 0.0 0.000
H -2.7158 -4.9579 0.7010 0.0 0.0 0.0 0.000
H -2.0008 -5.9479 -0.5740 0.0 0.0 0.0 0.000
H -0.6658 -4.2505 -0.0652 0.0 0.0 0.0 0.004
H 0.0346 -1.6956 -2.6429 0.0 0.0 -0.1 0.000
H -1.0264 -0.3634 -2.2200 0.0 0.0 0.0 0.004
H -1.0278 -0.9802 -3.8745 0.0 0.1 0.0 0.000
H -3.3548 -1.3618 -3.9370 0.0 0.0 0.0 0.000
```
Positions in Å, forces in eV/Å.

Calculated values
Multiplicity: 3
Expectation value of S²: 2.008
Molar mass: 682.1 g/mol
Total charge: +1
Highest occupied orbital energy (spin up / spin down): -10.763 / -11.267 eV
Orbital gap (spin up / spin down): 8.50 / 5.57 eV
Relative energy (zero: lowest compared OMol25 entry of this formula, charge and spin): 15.69 kcal/mol
Calculated total energy: -2391.370257 Ha
LUMO level (spin up / spin down): -2.3 / -5.7 eV

=====

Below is a structure of composition C14H24BBeBr3Cl3F4IMgO9, with properties calculated with the ωB97M-V functional and the def2-TZVPD basis.

Structure (XYZ):
```
61
Properties=species:S:1:pos:R:3:forces:R:3:nbo_charge:R:1
O 2.7870 1.5587 -0.2481 1.6 -0.2 8.8 -0.471
C 2.6364 1.5123 -1.3445 -1.8 1.7 -7.2 0.614
Cl 3.5590 0.2303 -2.2469 -0.1 0.0 -0.8 -0.177
C 1.6993 2.5445 -2.0166 -0.1 -1.9 -0.3 -0.792
B 0.3693 2.7590 -1.0652 0.7 1.5 -2.4 0.534
O -0.8009 2.9759 -1.9769 -0.8 0.6 0.5 -0.766
C -1.4846 1.7164 -2.1407 1.7 0.6 0.4 -0.115
C -0.5414 0.7549 -1.3262 -1.8 0.2 -0.4 -0.069
I -1.5221 -0.9412 -0.5259 -0.1 0.0 0.0 0.155
O -0.0762 1.6094 -0.3324 -0.2 -0.1 2.6 -0.794
H 2.2271 3.4581 -2.2654 0.3 0.0 0.1 0.267
H 1.3151 2.1132 -2.9439 0.2 0.2 -0.3 0.229
H 0.4699 3.8596 -0.4797 -0.4 -0.1 1.2 -0.119
H -2.4444 1.9275 -1.6719 -0.5 -1.1 -0.3 0.162
H -1.5053 1.4996 -3.2018 -0.5 -0.4 -0.1 0.212
H 0.2894 0.3739 -1.9082 0.0 -0.1 -0.2 0.213
Mg -1.3650 3.3799 0.6483 1.8 -0.7 -1.0 1.544
C 0.6313 -4.7916 -2.8428 -0.7 0.4 -1.1 -0.630
C -0.3830 -4.8228 -1.7154 0.5 -0.7 0.0 -0.057
O -1.5041 -4.1446 -2.1835 -1.0 0.8 0.1 -0.712
H 0.8295 -3.7471 -3.1144 -0.7 -0.8 0.1 0.286
H 1.5746 -5.2492 -2.5514 0.4 -0.5 0.5 0.076
H 0.2600 -5.2938 -3.7384 0.0 -0.5 0.1 0.205
H 0.0045 -4.2823 -0.8540 -0.1 0.1 0.0 0.182
H -0.6399 -5.8351 -1.3913 0.2 -0.1 -0.1 0.193
H -1.8711 -4.5833 -2.9556 0.0 -0.2 0.1 0.470
O 2.1377 -2.8192 -2.5944 4.6 -1.1 -1.2 -1.129
H 2.8209 -2.0946 -2.6089 -0.9 -0.7 0.2 0.462
C 7.5869 1.3960 -3.2491 0.0 0.1 -0.1 -0.494
Br 6.9231 -0.4112 -3.3055 0.1 0.0 -0.1 0.077
Br 9.2519 1.5735 -4.2007 -0.1 0.0 0.0 0.098
Br 6.2712 2.6586 -3.8696 0.1 -0.1 0.0 0.095
H 7.7861 1.6281 -2.2148 0.0 0.0 0.1 0.228
C -5.8426 2.4260 6.4646 0.0 0.3 -0.3 -0.640
C -5.5199 1.3029 5.5039 -0.1 -0.2 0.8 -0.082
O -5.6729 1.7378 4.1331 -0.6 -0.3 -0.2 -0.465
C -4.6594 2.3843 3.6223 -0.5 -0.4 0.3 0.686
O -3.6475 2.6421 4.1785 1.4 0.5 0.0 -0.531
C -4.9428 2.7339 2.1606 -0.7 -0.1 -0.6 0.897
F -6.1596 3.2080 1.9727 -0.2 0.3 0.2 -0.285
F -4.8156 1.6696 1.3669 0.4 -0.3 0.0 -0.303
F -4.0807 3.6735 1.6981 0.6 0.1 0.0 -0.353
H -6.8369 2.8254 6.2644 -0.1 -0.1 0.1 0.217
H -5.8057 2.0707 7.4925 0.0 -0.1 0.0 0.233
H -5.1378 3.2499 6.3576 0.1 -0.1 0.1 0.228
H -6.2192 0.4826 5.6425 -0.1 0.0 -0.3 0.204
H -4.5203 0.9069 5.6716 0.1 0.1 -0.2 0.207
Be 3.1726 -4.6932 -3.2992 -2.9 1.9 1.5 1.462
C 3.2069 -8.6286 -3.6950 -1.0 -3.2 -0.7 -0.339
Cl 1.6525 -9.1098 -4.2249 0.3 0.3 0.2 0.225
Cl 3.2749 -6.7922 -3.5317 0.7 2.6 0.1 -0.289
H 3.4072 -9.0582 -2.7188 -0.1 0.7 0.4 0.268
H 3.9584 -8.9466 -4.4091 0.2 0.7 -0.1 0.238
C 0.9204 4.6132 3.7554 -0.3 -0.9 -1.5 -0.728
C 1.3720 5.5301 4.9509 -0.1 0.7 0.9 0.757
O 2.5211 5.9515 4.8583 0.6 -0.1 -0.5 -0.630
O 0.5118 5.6968 5.8130 -0.7 -0.2 0.1 -0.659
H 1.7164 4.4982 3.0205 0.1 0.1 0.1 0.216
H 0.6474 3.6248 4.1313 0.0 0.1 0.2 0.219
H 0.0450 5.0679 3.2620 0.0 0.2 0.2 0.183
F 0.1620 -9.5814 -2.0060 0.3 0.2 -0.2 -0.911
```
Positions in Å, forces in eV/Å.

Calculated values
Multiplicity: 1
Molar mass: 929.4 g/mol
Highest occupied orbital energy: -7.178 eV
Orbital gap: 2.90 eV
Calculated total energy: -11264.086471 Ha
LUMO level: -4.3 eV

=====

Question: Which value of molar mass does entry 1 give?
Answer: 523.7 g/mol

=====

Question: Look up the calculated total energy of the third one.
Answer: -2391.370257 Ha

=====

Question: Look up the molar mass of the third one.
Answer: 682.1 g/mol